2 unconnected molecules or ions with the total composition C4H14N2OS. Source: the OMol25 dataset; level of theory: wB97M-V/def2-TZVPD.

Cartesian coordinates (Å):
C 0.9573 -0.2611 -1.6366
C 0.0229 0.4794 -0.7473
C 0.8230 1.2658 0.3570
S 1.5444 0.1733 1.6459
N -0.8653 -0.4541 -0.0912
C -2.2324 0.0320 0.1980
N -2.5808 1.0467 1.1439
H 1.7598 0.2984 -2.0761
H 1.3250 -1.2107 -1.3640
H 0.5030 -0.7498 -2.5042
H -0.5362 1.3200 -1.2180
H 1.6975 1.7858 -0.0315
H 0.2495 2.1052 0.8813
H 2.8061 0.5159 1.5548
H -0.9692 -1.3924 -0.4394
H -2.8273 0.1634 -0.7055
H -2.6367 -0.9329 0.6648
H -1.9550 1.0272 1.9512
H -2.4764 1.9817 0.7726
H 0.9984 -2.4563 0.6217
H 2.4833 -1.9869 0.4723
O 1.9092 -2.7507 0.5503

Cartesian forces (eV/Å) of the 6 atoms listed first:
-0.279 -0.433 -2.433
0.392 0.608 1.518
0.209 0.911 0.808
-1.239 -0.181 0.153
-0.856 1.664 0.909
-1.116 -3.603 0.788

Properties
strongest force on any atom	3.85	eV Å⁻¹
energy above the lowest of the compared OMol25 structures with the same formula, charge and spin	28.4	kcal per mole
HOMO	-0.334	Eh
orbital gap	9.78	eV
LUMO	0.6884	eV

Let us look at the Löwdin charges, expressed in e, one per atom: -0.081, -0.465, -0.486, 0.738, -0.065, -0.329, 0.015, 0.081, 0.043, 0.089, 0.143, 0.056, 0.077, -0.164, 0.105, 0.110, 0.128, 0.076, 0.061, -0.008, -0.021, -0.104